# 1
C18H24N2O3S | ωB97M-V/def2-TZVPD

As for the total energy: -39013.418 eV. As for the max |F|: 1.0 eV/Å. The calculation puts the LUMO energy at 0.54 eV. The calculation puts the energy above the lowest of the compared OMol25 structures with the same formula, charge and spin at 38.8 kcal/mol. For the molar mass, the calculation gives 348.47 Da.

Geometry as XYZ:
```
48
Properties=species:S:1:pos:R:3:forces:R:3:nbo_charge:R:1
S -2.37875 -1.30774 0.22429 0.4 0.3 -0.1 2.327
O -2.64986 -2.22940 -0.84568 0.2 0.2 -0.1 -0.946
O 4.28646 -0.74111 -1.36000 0.0 -0.1 -0.2 -0.621
O -2.75626 -1.68629 1.55567 -0.1 0.2 0.1 -0.945
N -3.03843 0.20125 -0.07541 0.5 -0.8 0.3 -0.691
N 3.30619 0.28521 0.40304 0.1 0.0 -0.1 -0.425
C -0.18557 -0.01579 1.18345 0.3 0.0 0.0 -0.189
C -3.12553 2.12602 -1.55032 -0.2 -0.2 0.0 -0.404
C 1.54881 -1.06763 -0.76814 0.1 -0.1 -0.1 -0.231
C 2.01253 -0.19556 0.20604 -0.6 -0.2 -0.1 0.161
C 1.89916 1.22991 2.10382 0.0 0.0 0.0 -0.447
C 3.34270 1.15886 1.57590 0.4 0.3 0.4 -0.204
C 6.91678 -0.27709 -0.27281 0.1 -0.1 0.0 -0.388
C 5.69556 0.56559 0.01332 0.0 0.0 0.1 -0.351
C 4.38596 -0.02361 -0.38424 0.1 0.1 0.1 0.695
C 6.63931 0.91509 -1.11370 0.1 0.0 -0.1 -0.389
C -4.63762 1.95557 0.42808 0.1 -0.2 -0.1 -0.400
C 1.14695 0.32421 1.17617 0.0 -0.1 -0.1 0.031
C -4.33962 0.45494 0.52421 -0.6 -0.1 0.6 -0.049
C 0.20338 -1.40824 -0.75218 -0.2 -0.1 0.0 -0.178
C -4.50933 2.46648 -1.00518 0.2 0.1 0.1 -0.401
C -0.64222 -0.88815 0.20706 -0.6 -0.2 -0.1 -0.350
C -5.44939 -0.41573 -0.06860 0.2 0.1 0.1 -0.637
C -2.88568 0.62241 -1.45031 0.2 0.3 -0.5 -0.229
H -2.36583 2.64350 -0.96147 0.1 0.0 0.0 0.201
H 3.70814 2.14914 1.28945 0.0 -0.1 0.1 0.204
H -6.36429 -0.28905 0.50498 -0.1 0.0 0.0 0.215
H 1.82779 0.88420 3.13551 0.0 0.1 0.0 0.227
H -3.92480 2.49192 1.05739 0.0 0.0 0.1 0.205
H -4.22072 0.17374 1.57593 -0.2 0.1 -0.1 0.231
H 1.50463 2.24635 2.06476 0.0 0.0 0.0 0.223
H 7.25226 1.79605 -1.00002 0.0 0.0 0.1 0.217
H -5.14292 -1.45802 -0.01987 -0.1 -0.1 0.0 0.229
H 7.72678 -0.24433 0.43954 0.0 0.1 0.1 0.217
H -0.87601 0.36162 1.91986 0.0 0.1 0.2 0.234
H 2.21745 -1.46745 -1.51084 0.0 0.0 0.0 0.263
H 6.27349 0.74488 -2.11449 -0.1 -0.1 0.0 0.236
H -5.27346 2.00987 -1.63586 -0.1 0.0 -0.1 0.198
H 6.73700 -1.24760 -0.70876 -0.1 0.0 -0.1 0.237
H 4.01588 0.73906 2.32931 0.0 0.1 -0.1 0.203
H -0.20641 -2.08746 -1.48293 0.0 -0.1 -0.1 0.246
H -3.03224 2.44157 -2.59035 0.1 0.0 0.0 0.214
H -5.64144 2.14443 0.81073 0.0 0.0 0.1 0.214
H -1.86396 0.37196 -1.74607 -0.1 0.1 -0.2 0.219
H 5.72344 1.19035 0.89219 0.1 0.0 0.0 0.224
H -3.56946 0.07780 -2.11427 0.1 0.0 0.0 0.190
H -4.66436 3.54706 -1.02512 -0.1 0.0 0.0 0.212
H -5.65114 -0.16187 -1.10559 -0.1 0.0 -0.1 0.201
```
Positions in Å, forces in eV/Å.

***

# 2
C37H30CrO2P2S2 | ωB97M-V/def2-TZVPD

The total charge is -2. As for the total energy: -111622.119 eV. As for the max |F|: 1.4 eV/Å. The calculation puts the LUMO energy (alpha / beta) at 4.52 / 4.52 eV. As for the spin multiplicity: 5. The calculation puts the energy above the lowest of the compared OMol25 structures with the same formula, charge and spin at 13.0 kcal/mol. For the molar mass, the calculation gives 684.72 Da.

Geometry as XYZ:
```
74
Properties=species:S:1:pos:R:3:forces:R:3:lowdin_spin:R:1
Cr 0.25814 1.32981 0.87456 0.2 0.5 -1.1 3.728
S 2.09522 0.76296 -0.99277 -0.2 0.0 0.4 0.024
S -1.72117 2.11518 -1.40697 0.2 0.1 0.1 0.030
P -1.73607 0.16219 -1.02755 -0.3 -0.6 0.7 0.009
P 0.94961 -0.80201 -0.43225 -0.4 -0.8 -0.1 0.037
O -0.04968 1.09005 3.77556 -0.1 0.0 0.0 0.033
O -1.96483 1.23995 2.63241 -0.3 0.0 0.1 0.011
C -3.53470 -1.13427 0.71844 0.0 0.0 0.0 0.001
C 3.59287 -2.94386 1.89197 0.1 0.0 -0.1 0.001
C -1.78246 -0.70507 -2.64617 0.1 0.0 0.0 0.001
C 1.53656 -4.15129 -3.59052 0.1 0.0 0.0 0.000
C 0.45854 -3.26388 -1.63600 0.0 0.1 0.0 0.001
C 0.04801 4.30097 1.03571 0.0 -0.3 0.0 0.024
C 4.07935 5.31296 1.64980 0.1 0.0 0.0 0.004
C -0.83645 -0.92134 -4.85604 0.0 0.0 0.0 0.000
C 0.92535 3.24658 1.24617 0.3 0.8 0.0 -0.018
C 4.57036 2.99816 2.06755 0.0 -0.1 0.0 0.006
C -4.54086 0.37943 -0.84726 0.1 -0.1 0.0 0.001
C -5.78999 0.11700 -0.30429 0.0 0.0 -0.1 0.000
C -0.92756 -0.24840 -3.64864 0.0 0.0 0.0 0.001
C 1.73352 -1.69934 0.97727 0.2 -0.1 0.0 0.008
C -3.40315 -0.24760 -0.34437 0.0 0.1 0.0 0.002
C 0.45056 5.64873 0.97100 0.1 0.1 0.0 -0.001
C 3.01151 -2.23993 0.84748 -0.1 0.1 0.0 0.003
C 3.26455 2.66406 1.82589 0.1 -0.1 0.0 0.005
C -4.78358 -1.39155 1.26959 -0.1 0.0 0.0 0.000
C 2.27583 -2.98208 -3.70295 0.0 -0.1 -0.1 0.000
C 2.71798 4.99517 1.41901 0.0 -0.2 0.0 -0.001
C -1.60884 -2.05426 -5.08101 0.0 0.0 0.0 0.000
C 0.62057 -4.28719 -2.55464 0.0 -0.1 0.0 0.000
C -2.54862 -1.84385 -2.87567 0.0 0.1 0.0 0.000
C 1.20762 -2.09093 -1.73354 -0.1 -0.3 -0.1 0.007
C 1.76397 5.99858 1.14038 -0.1 0.1 0.0 0.022
C -0.65951 -0.58156 0.08691 0.8 0.4 -1.1 0.016
C 4.98723 4.34049 1.96916 0.0 0.2 0.0 -0.003
C 2.10837 -1.95606 -2.78392 0.0 0.0 0.2 0.001
C 1.05142 -1.87768 2.17821 -0.1 0.1 -0.1 0.008
C 1.63662 -2.56674 3.22866 0.2 -0.1 0.1 0.002
C -2.46713 -2.50850 -4.09095 -0.1 -0.1 0.0 0.000
C -0.56680 1.22115 2.67549 -0.4 -0.2 1.3 0.013
C -2.63889 1.06614 3.86859 0.2 0.0 -0.1 0.000
C 2.29052 3.63481 1.48204 -0.1 0.2 0.1 0.007
C 2.90958 -3.10766 3.08775 -0.2 0.0 0.1 0.003
C -5.91333 -0.76728 0.75947 0.0 0.0 0.1 0.000
H -3.21364 -2.20632 -2.09995 0.0 0.0 0.0 0.000
H -0.15844 -0.56592 -5.62370 0.0 0.0 0.0 0.000
H 2.67241 -1.03497 -2.86792 0.0 0.0 0.0 0.000
H 5.29244 2.23348 2.33199 0.0 0.0 0.0 0.001
H -4.41759 1.09724 -1.64970 0.0 0.0 0.0 0.001
H -0.26298 -3.34060 -0.82886 0.0 0.0 0.0 0.000
H -1.00577 4.08086 0.88592 0.0 0.0 -0.1 0.002
H 2.94227 1.63252 1.89869 0.0 0.0 0.0 0.007
H 1.67357 -4.95109 -4.31005 0.0 0.0 0.0 0.000
H -2.63775 -1.59184 1.11653 0.1 0.0 0.0 0.001
H 3.36695 -3.64837 3.90916 0.0 0.0 0.0 0.000
H -6.66891 0.61764 -0.69648 0.0 0.0 0.0 0.000
H 4.58334 -3.36977 1.77058 0.0 0.0 0.0 0.000
H 3.54773 -2.10602 -0.08595 0.0 0.0 0.0 0.000
H 0.05584 -1.46581 2.27303 0.0 0.1 0.0 0.001
H -0.28784 6.41791 0.76080 0.0 0.0 0.0 -0.001
H -2.33176 0.13418 4.35111 0.0 0.0 0.0 0.000
H 0.03128 -5.19400 -2.47316 0.0 0.0 0.0 0.000
H -0.33998 0.64286 -3.45838 0.0 0.0 0.0 0.001
H 2.98605 -2.86968 -4.51528 0.0 0.0 0.0 0.000
H 6.02391 4.60161 2.15662 0.0 0.0 0.0 0.000
H -3.07146 -3.39266 -4.26518 0.0 0.0 0.0 0.000
H 4.39205 6.35099 1.57116 0.0 0.0 0.0 0.000
H 2.08426 7.03488 1.07743 0.0 0.0 0.0 0.002
H 1.09997 -2.68006 4.16305 0.0 0.0 0.0 0.000
H -6.88512 -0.95444 1.20447 0.0 0.0 0.0 0.000
H -4.87354 -2.06996 2.11113 0.0 0.0 0.0 0.000
H -1.54238 -2.58125 -6.02651 0.0 0.0 0.0 0.000
H -2.42100 1.88834 4.55595 0.0 0.0 0.0 0.000
H -3.70414 1.03814 3.63991 0.0 0.0 0.0 0.000
```
Positions in Å, forces in eV/Å.